No. 1
{
  "formula": "C2H6FO2Pt",
  "method": "ωB97M-V with the def2-TZVPD basis set",
  "multiplicity": 4,
  "orbital_gap_ev": [7.38, 8.22],
  "total_energy_ev": -12223.5277,
  "s_squared": 3.755,
  "homo_ev": [-6.9, -9.8],
  "largest_force_ev_per_a": 8.9,
  "lumo_ev": [0.46, -1.61],
  "symbols": ["C", "O", "C", "O", "Pt", "H", "H", "H", "H", "H", "H", "F"],
  "coordinates": [[0.03316, 1.60216, 0.73014], [0.25729, 0.46931, -0.08235], [-0.86129, -0.39736, -0.33260], [-0.40876, -1.25271, -1.29856], [1.28501, -0.25018, -1.46810], [0.99211, 2.12359, 0.81355], [-0.71202, 2.26435, 0.26483], [-0.31537, 1.28248, 1.72263], [-1.71311, 0.22702, -0.65781], [-1.10143, -0.91909, 0.61203], [0.75236, -2.53338, -0.31622], [1.79205, -2.61618, 0.01246]],
  "atomic_forces_ev_per_a": [[0.0, 0.7, 0.3], [-3.4, 1.6, 4.3], [-1.8, -0.6, 0.7], [-1.1, -0.5, 1.0], [6.4, -1.0, -6.0], [-0.3, -0.1, 0.0], [0.2, -0.2, 0.1], [0.1, 0.1, -0.3], [0.2, -0.2, 0.0], [-0.1, 0.2, -0.2], [4.5, -0.2, 1.1], [-4.8, 0.1, -1.2]]
}

No. 2
{
  "formula": "C2H6FOP",
  "method": "ωB97M-V with the def2-TZVPD basis set",
  "orbital_gap_ev": 9.74,
  "total_energy_ev": -16222.7700,
  "smiles": "CP(F)CO",
  "homo_ev": -9.1,
  "largest_force_ev_per_a": 3.6,
  "lumo_ev": 0.62,
  "symbols": ["C", "P", "F", "C", "O", "H", "H", "H", "H", "H", "H"],
  "coordinates": [[-1.13871, -1.38450, 0.15607], [-1.06596, 0.21199, -0.71961], [-1.76172, 1.03418, 0.50375], [0.92836, 1.02418, -0.05654], [2.45173, 0.96600, -0.33230], [-1.93984, -2.20552, -0.07671], [-0.26505, -1.76220, -0.44573], [-0.96068, -1.24890, 1.19418], [0.61820, 0.89083, 1.05724], [0.48700, 2.09870, -0.15805], [2.64668, 0.37525, -1.12229]],
  "atomic_forces_ev_per_a": [[0.1, -1.8, -2.9], [1.2, 0.5, 0.9], [0.3, 0.5, -0.5], [-1.9, 1.3, 1.4], [-3.3, -1.2, -0.8], [1.0, 2.1, 0.4], [-0.1, -0.5, 1.2], [0.4, -0.2, 0.8], [1.6, -0.4, -1.5], [1.5, -1.5, -0.5], [-0.8, 1.1, 1.5]]
}

No. 3
{
  "formula": "C2H6I2NP",
  "method": "ωB97M-V with the def2-TZVPD basis set",
  "orbital_gap_ev": 8.54,
  "total_energy_ev": -29149.9792,
  "homo_ev": -8.7,
  "largest_force_ev_per_a": 3.1,
  "lumo_ev": -0.18,
  "symbols": ["C", "C", "N", "P", "I", "I", "H", "H", "H", "H", "H", "H"],
  "coordinates": [[0.47672, 0.32140, -1.55044], [0.67672, 0.31097, -0.05358], [-0.55535, 0.23589, 0.70940], [-0.86774, -0.71682, 2.09292], [2.04711, 2.00761, 0.30558], [1.77814, -1.44722, 0.60637], [1.37769, 0.04547, -2.18477], [0.11259, 1.17883, -2.16812], [-0.19363, -0.39260, -1.91412], [-1.32051, 0.50840, 0.10903], [-1.51648, -1.88648, 1.63060], [-2.01527, -0.16546, 2.41714]],
  "atomic_forces_ev_per_a": [[1.4, 0.3, -2.7], [-0.4, -0.5, 0.8], [0.4, 0.8, -1.6], [2.3, -1.0, 0.3], [-0.3, 0.1, 0.3], [0.6, -0.1, -0.7], [-0.4, 0.4, 1.4], [0.3, 0.4, 1.6], [-1.4, -1.8, 0.2], [-0.2, 0.0, 0.2], [0.0, -0.1, -0.4], [-2.3, 1.4, 0.5]]
}

No. 4
{
  "formula": "C2H6IN3",
  "method": "ωB97M-V with the def2-TZVPD basis set",
  "orbital_gap_ev": 9.41,
  "total_energy_ev": -14723.0258,
  "smiles": "N/C(I)=[NH+]/C=[NH2+]",
  "homo_ev": -19.2,
  "largest_force_ev_per_a": 4.1,
  "total_charge": 2,
  "lumo_ev": -9.77,
  "symbols": ["N", "C", "I", "N", "C", "N", "H", "H", "H", "H", "H", "H"],
  "coordinates": [[-1.08991, -1.95102, -0.60598], [-1.27402, -0.72655, -0.20371], [-3.06235, 0.07446, 0.45086], [0.16900, 0.12242, -0.26181], [0.61957, 0.91792, 0.70487], [1.65173, 1.67036, 0.49080], [-0.16926, -2.28178, -0.99812], [-1.74603, -2.69789, -0.67192], [0.70048, 0.05460, -1.12360], [-0.04507, 0.92926, 1.58056], [2.10497, 2.31229, 1.14967], [2.14089, 1.57594, -0.51163]],
  "atomic_forces_ev_per_a": [[2.3, 1.3, -0.6], [3.1, 0.5, -0.1], [1.0, -0.2, -0.3], [-3.4, -2.2, 0.0], [-1.3, 0.3, -0.2], [1.6, -0.4, -2.6], [-0.9, 0.7, 0.7], [-1.5, -0.2, 0.2], [-0.3, -0.2, -0.2], [0.9, 0.4, 0.1], [-0.4, -0.4, -0.1], [-1.2, 0.6, 3.1]]
}

No. 5
{
  "formula": "C2H6IN4",
  "method": "ωB97M-V with the def2-TZVPD basis set",
  "orbital_gap_ev": [7.68, 7.68],
  "total_energy_ev": -16221.9467,
  "smiles": "[H]/N=N/C(=[NH2+])CNI",
  "homo_ev": [-13.4, -13.4],
  "largest_force_ev_per_a": 4.1,
  "total_charge": 1,
  "lumo_ev": [-5.72, -5.72],
  "symbols": ["H", "N", "N", "C", "N", "C", "N", "I", "H", "H", "H", "H", "H"],
  "coordinates": [[-1.14017, -2.36362, 0.81167], [-0.30353, -2.04009, 0.29635], [0.26211, -1.03199, 0.79640], [0.75847, 0.05993, 0.41773], [1.72670, 0.80405, 1.02488], [-0.13935, 0.64090, -0.69814], [-1.22802, -0.14203, -1.04109], [-2.97660, -0.18095, 0.26481], [2.11496, 1.58814, 0.50910], [2.40187, 0.25704, 1.65751], [-0.47131, 1.64387, -0.43066], [0.45702, 0.66189, -1.60634], [-1.46215, 0.10285, -2.00222]],
  "atomic_forces_ev_per_a": [[0.2, 0.6, 0.4], [2.1, 1.8, 0.3], [-1.8, -3.7, 0.1], [0.3, 1.9, 0.1], [0.6, -2.4, 0.5], [0.6, 1.5, 0.3], [-2.1, -1.6, 0.1], [1.2, 0.5, -1.2], [-0.2, -0.2, 0.2], [-1.3, 1.4, -1.4], [0.7, 0.4, 0.4], [0.5, 0.3, -0.1], [-0.7, -0.4, 0.3]]
}

No. 6
{
  "formula": "C2H6INO",
  "method": "ωB97M-V with the def2-TZVPD basis set",
  "orbital_gap_ev": [7.79, 7.72],
  "total_energy_ev": -13803.2533,
  "homo_ev": [-7.8, -7.8],
  "largest_force_ev_per_a": 3.7,
  "lumo_ev": [0.03, -0.08],
  "symbols": ["C", "C", "N", "O", "I", "H", "H", "H", "H", "H", "H"],
  "coordinates": [[1.29676, 1.57371, -0.68949], [-3.37512, -1.35850, 0.66060], [-0.33566, 1.22550, 0.87388], [0.21894, 2.10065, 0.02816], [-2.15979, 0.07543, -0.19227], [1.74776, 0.95581, 0.02779], [1.89975, 2.43730, -0.95442], [0.94620, 1.13962, -1.65727], [-3.14832, -2.34021, 0.47376], [-3.79883, -1.22271, 1.61016], [-0.82855, 1.75610, 1.51340]],
  "atomic_forces_ev_per_a": [[-0.8, 0.7, -1.3], [0.3, 1.9, -1.0], [2.8, -2.4, -0.4], [-1.2, 2.1, -0.3], [-1.8, -1.1, 0.2], [1.3, -1.4, 0.2], [0.3, 0.0, 0.1], [0.4, -0.3, 0.9], [0.9, -2.2, -0.7], [-0.5, 0.9, 1.1], [-1.6, 1.7, 1.4]]
}

No. 7
{
  "formula": "C2H6INO2S",
  "method": "ωB97M-V with the def2-TZVPD basis set",
  "orbital_gap_ev": [7.75, 7.83],
  "total_energy_ev": -26688.5079,
  "homo_ev": [-8.9, -8.9],
  "largest_force_ev_per_a": 5.6,
  "lumo_ev": [-1.17, -1.04],
  "symbols": ["C", "C", "N", "O", "O", "S", "I", "H", "H", "H", "H", "H", "H"],
  "coordinates": [[0.77023, -0.97181, -0.57209], [-1.83110, 1.30047, -0.65336], [0.70125, -0.14660, 0.65676], [1.52978, 1.50308, -0.92322], [0.94019, 2.36302, 1.35308], [0.70865, 1.43639, 0.20167], [-2.63550, 0.00040, 0.73805], [1.84659, -0.77246, -0.93322], [0.71159, -2.08238, -0.32888], [-0.04589, -0.60690, -1.19267], [-2.20777, 2.31796, -0.45014], [-1.61561, 0.91771, -1.65985], [-0.05554, -0.37464, 1.37893]],
  "atomic_forces_ev_per_a": [[1.7, -0.9, 1.0], [1.8, 0.8, 0.9], [-0.5, -0.4, 1.6], [1.8, 0.6, -2.6], [-0.9, -2.3, -2.4], [-3.1, 1.7, 4.3], [-0.3, -0.1, -0.2], [-2.1, -0.4, -0.1], [-0.3, 1.6, -0.2], [0.3, -0.6, -0.8], [0.4, -0.7, -0.6], [-0.4, 0.4, 0.5], [1.5, 0.5, -1.5]]
}

No. 8
{
  "formula": "C2H6INS",
  "method": "ωB97M-V with the def2-TZVPD basis set",
  "orbital_gap_ev": [7.56, 7.02],
  "total_energy_ev": -22594.6999,
  "homo_ev": [-8.9, -8.8],
  "largest_force_ev_per_a": 4.3,
  "lumo_ev": [-1.36, -1.79],
  "symbols": ["C", "C", "N", "S", "I", "H", "H", "H", "H", "H", "H"],
  "coordinates": [[-1.17698, 0.16981, -0.75526], [0.34892, 0.28111, -0.99933], [1.15453, -0.46230, -0.12743], [1.05807, -0.90356, 1.38344], [1.90994, 0.28641, 3.74223], [-1.32908, -0.94726, -1.05721], [-1.22457, 0.11912, 0.38235], [-1.73681, 0.92623, -1.26739], [0.53292, -0.25079, -1.98354], [0.65905, 1.37933, -1.02496], [-0.19599, -0.59811, 1.70709]],
  "atomic_forces_ev_per_a": [[2.1, -3.3, 1.7], [-1.2, 1.2, -1.6], [1.6, -1.3, 2.2], [0.4, 0.3, -1.8], [-0.3, 0.1, -0.5], [-0.7, 2.1, 0.2], [-1.0, 0.8, -1.5], [-0.5, 0.0, 0.0], [0.2, 1.3, 0.7], [0.0, -1.4, -0.2], [-0.6, 0.1, 0.6]]
}

No. 9
{
  "formula": "C2H6IO",
  "method": "ωB97M-V with the def2-TZVPD basis set",
  "orbital_gap_ev": 7.25,
  "total_energy_ev": -12321.7148,
  "homo_ev": -3.5,
  "largest_force_ev_per_a": 2.4,
  "total_charge": -1,
  "lumo_ev": 3.77,
  "symbols": ["I", "C", "C", "O", "H", "H", "H", "H", "H", "H"],
  "coordinates": [[-1.71920, -3.18602, 1.68101], [-0.43987, 0.92537, -0.52863], [0.80645, 0.31478, -0.05052], [0.74881, -1.09825, -0.15739], [-1.23314, 0.82878, 0.21265], [-0.86201, 0.50050, -1.43933], [-0.36008, 2.00389, -0.66482], [1.01919, 0.56340, 0.98920], [1.62223, 0.68209, -0.67317], [0.41761, -1.53457, 0.63098]],
  "atomic_forces_ev_per_a": [[0.1, 0.1, 0.1], [-2.1, 1.1, 0.2], [0.6, -1.2, 0.3], [0.8, 0.1, -0.9], [-0.1, -0.3, 0.1], [0.5, -0.2, -0.1], [0.3, 0.2, -0.2], [0.0, 0.4, 0.1], [0.4, -0.2, 0.0], [-0.5, 0.0, 0.4]]
}

No. 10
{
  "formula": "C2H6IP",
  "method": "ωB97M-V with the def2-TZVPD basis set",
  "orbital_gap_ev": 8.21,
  "total_energy_ev": -19558.6002,
  "homo_ev": -8.3,
  "largest_force_ev_per_a": 5.7,
  "lumo_ev": -0.08,
  "symbols": ["C", "C", "P", "I", "H", "H", "H", "H", "H", "H"],
  "coordinates": [[-1.01817, 1.16957, 0.92512], [0.85810, -1.45001, -0.42715], [-0.06912, -0.26022, 1.68581], [-1.95119, -1.76386, 1.93951], [-1.54678, 1.54822, 1.76480], [-1.59853, 0.71758, 0.00513], [-0.34336, 1.72086, 0.45419], [1.64284, -0.73890, -0.59377], [0.23568, -1.38052, -1.26891], [1.01495, -2.36282, 0.12778]],
  "atomic_forces_ev_per_a": [[-2.3, -5.2, -0.9], [-0.4, 2.1, 3.2], [0.8, -1.1, -2.7], [-0.2, -0.2, 0.2], [-0.8, 0.9, 0.1], [0.3, 1.0, 2.3], [3.0, 3.2, -1.4], [0.9, -0.2, 0.3], [-1.5, -0.4, -0.6], [0.2, -0.1, -0.5]]
}